Entry 1:
The following is a quantum chemistry calculation of the molecule C5H10N2, from OMol25.

XYZ file:
```
17
Properties=species:S:1:pos:R:3:forces:R:3:nbo_charge:R:1
C 0.60082 -1.20435 1.58340 -0.056 0.003 -0.044 -0.631
C 0.03192 -1.53850 0.22357 0.207 -0.110 0.069 -0.069
N -1.24582 -0.99632 -0.25036 -0.190 0.052 0.065 -0.582
C -0.00818 -0.56313 -0.89397 0.140 0.044 -0.090 -0.095
C 0.50954 0.84565 -0.79381 0.091 -0.163 -0.110 -0.101
C -0.39213 1.97064 -1.13404 -0.124 0.148 -0.257 -0.258
N 0.09296 1.79124 0.23338 -0.117 -0.063 0.259 -0.580
H 0.43424 -0.16951 1.87872 -0.039 0.026 -0.079 0.212
H 1.67989 -1.36452 1.59367 0.016 -0.041 -0.045 0.220
H 0.16931 -1.84719 2.35282 -0.039 -0.005 -0.040 0.215
H 0.15127 -2.58630 -0.05016 0.012 0.142 0.021 0.195
H -1.59861 -0.29131 0.39187 0.057 -0.010 0.026 0.333
H 0.10071 -0.96061 -1.90354 -0.006 0.056 0.133 0.204
H 1.56383 0.93956 -1.05582 -0.180 -0.020 0.037 0.206
H -0.01801 2.85173 -1.64945 -0.034 -0.151 0.093 0.199
H -1.43026 1.71733 -1.34807 0.184 0.030 0.036 0.195
H -0.64147 1.40558 0.82182 0.078 0.062 -0.076 0.337
```
Forces are in eV/Å.

Summary:
DFT total energy: -305.94697 Eh
HOMO: -0.3398 Ha
HOMO-LUMO gap: 10.4 eV
Energy relative to the best compared isomer or geometry (same formula, charge and spin): 201.9 kJ/mol
SMILES: C[C@H]1N[C@H]1[C@H]1CN1
LUMO level: 1.1935 eV

***

Entry 2:
The following is a quantum chemistry calculation of the molecule C5H10N2, from OMol25.

XYZ file:
```
17
Properties=species:S:1:pos:R:3:forces:R:3:nbo_charge:R:1
C -1.78045 -2.71369 0.44763 1.732 -1.588 -1.191 0.047
N -1.41279 -2.26728 -0.68144 -3.271 1.760 0.229 -0.451
C -0.87081 -1.05659 -1.06214 1.000 -1.560 0.493 -0.003
C -0.56923 -0.03277 -0.25065 2.214 -0.370 -0.369 -0.292
C 0.47596 0.95397 -0.78300 -1.192 0.646 -0.881 -0.439
C 0.87051 2.01360 0.24440 -0.218 -1.380 0.339 -0.217
N 1.50194 1.33438 1.40797 -0.283 -0.119 -0.471 -0.849
H -1.02030 -2.93834 1.20964 -0.445 0.826 0.763 0.145
H -2.74022 -3.23291 0.48254 0.107 -0.238 0.308 0.163
H -0.71600 -1.07914 -2.13630 0.372 0.593 0.048 0.195
H -0.53747 -0.14172 0.82996 -0.754 -0.141 0.021 0.207
H 1.31616 0.43382 -1.25292 0.221 -0.044 0.443 0.196
H -0.01392 1.44497 -1.62781 0.152 0.392 -0.092 0.217
H 1.53648 2.75955 -0.18329 -0.306 0.271 -0.026 0.187
H -0.11528 2.36633 0.55923 0.362 0.891 0.105 0.184
H 2.36655 1.75938 1.71064 -0.023 0.100 -0.110 0.361
H 1.70887 0.39644 1.08553 0.333 -0.039 0.391 0.349
```
Forces are in eV/Å.

Summary:
DFT total energy: -305.90411 Eh
HOMO: -0.2840 Ha
HOMO-LUMO gap: 7.7 eV
Energy relative to the best compared isomer or geometry (same formula, charge and spin): 314.4 kJ/mol
SMILES: C=N/C=C/CCN
LUMO level: 0.0177 eV

***

Entry 3:
The following is a quantum chemistry calculation of the molecule C5H10N2, from OMol25.

XYZ file:
```
17
Properties=species:S:1:pos:R:3:forces:R:3:nbo_charge:R:1
C 0.63807 1.58315 -1.10962 -0.017 0.043 0.025 -0.637
C 1.29375 0.22297 -1.05647 -0.024 0.030 -0.230 -0.068
N 1.76445 -0.34627 0.20399 0.080 0.107 0.287 -0.581
C 0.56314 -0.90125 -0.41902 -0.180 -0.110 -0.136 -0.101
C -0.84755 -0.67198 0.06135 0.049 -0.021 -0.153 -0.104
C -1.38772 -1.32240 1.27496 -0.064 -0.286 0.092 -0.256
N -1.15450 0.12257 1.24613 0.161 0.180 0.137 -0.581
H 1.37212 2.37601 -1.27936 -0.052 -0.101 0.023 0.217
H 0.09247 1.80630 -0.18743 0.099 -0.036 -0.121 0.220
H -0.09183 1.61605 -1.92603 0.123 0.031 0.042 0.218
H 1.95236 -0.00138 -1.89509 -0.121 0.015 0.113 0.195
H 1.58102 0.28334 0.98288 -0.156 -0.087 -0.114 0.339
H 0.72600 -1.90434 -0.81137 -0.029 0.126 0.042 0.205
H -1.54845 -0.49519 -0.75571 0.110 -0.029 0.116 0.204
H -2.43485 -1.61263 1.31661 0.180 0.029 -0.030 0.199
H -0.71621 -1.94448 1.86247 -0.041 0.104 -0.092 0.195
H -0.29435 0.33083 1.74842 -0.119 0.006 -0.001 0.338
```
Forces are in eV/Å.

Summary:
DFT total energy: -305.94605 Eh
HOMO: -0.3422 Ha
HOMO-LUMO gap: 10.5 eV
Energy relative to the best compared isomer or geometry (same formula, charge and spin): 204.3 kJ/mol
SMILES: C[C@H]1N[C@H]1[C@H]1CN1
LUMO level: 1.1911 eV

***

Entry 4:
The following is a quantum chemistry calculation of the molecule C5H10N2, from OMol25.

XYZ file:
```
17
Properties=species:S:1:pos:R:3:forces:R:3:nbo_charge:R:1
H 2.69614 -0.73884 0.31546 -0.343 -0.262 -0.161 0.324
N 2.58921 -0.26787 -0.58645 0.769 1.091 0.135 -0.639
C 1.39870 -0.07323 -0.93499 -0.043 -3.772 0.252 0.131
C 0.13296 -0.81317 -0.19302 2.734 2.812 -1.260 -0.153
N 0.41150 -1.45217 1.05233 -0.070 -0.331 0.037 -0.829
C -0.59931 0.47539 -0.03195 -2.046 0.699 1.653 0.032
C -0.08335 1.63840 0.41554 -0.188 -0.977 -0.687 -0.414
C -2.08049 0.31983 -0.22467 -0.332 0.417 -0.072 -0.644
H 1.21924 0.38866 -1.90161 -0.260 0.270 0.064 0.174
H -0.32127 -1.49834 -0.91521 -0.096 0.200 0.196 0.211
H 0.98212 -2.28310 0.94849 0.021 0.158 0.132 0.370
H 0.77609 -0.82153 1.75876 -0.004 -0.158 -0.219 0.374
H -0.69097 2.52630 0.47665 -0.314 -0.015 0.227 0.204
H 0.96050 1.79039 0.63404 0.246 -0.130 -0.062 0.207
H -2.41646 -0.64396 0.15913 0.098 -0.080 -0.056 0.221
H -2.33376 0.37119 -1.28654 -0.117 -0.065 -0.005 0.216
H -2.64086 1.08206 0.31404 -0.056 0.144 -0.172 0.215
```
Forces are in eV/Å.

Summary:
DFT total energy: -305.95810 Eh
HOMO: -0.3228 Ha
HOMO-LUMO gap: 9.8 eV
Energy relative to the best compared isomer or geometry (same formula, charge and spin): 172.6 kJ/mol
SMILES: [H]/N=C\[C@@H](N)C(=C)C
LUMO level: 1.0169 eV

***

Please write out number 2 again, unchanged.
The following is a quantum chemistry calculation of the molecule C5H10N2, from OMol25.

XYZ file:
```
17
Properties=species:S:1:pos:R:3:forces:R:3:nbo_charge:R:1
C -1.78045 -2.71369 0.44763 1.732 -1.588 -1.191 0.047
N -1.41279 -2.26728 -0.68144 -3.271 1.760 0.229 -0.451
C -0.87081 -1.05659 -1.06214 1.000 -1.560 0.493 -0.003
C -0.56923 -0.03277 -0.25065 2.214 -0.370 -0.369 -0.292
C 0.47596 0.95397 -0.78300 -1.192 0.646 -0.881 -0.439
C 0.87051 2.01360 0.24440 -0.218 -1.380 0.339 -0.217
N 1.50194 1.33438 1.40797 -0.283 -0.119 -0.471 -0.849
H -1.02030 -2.93834 1.20964 -0.445 0.826 0.763 0.145
H -2.74022 -3.23291 0.48254 0.107 -0.238 0.308 0.163
H -0.71600 -1.07914 -2.13630 0.372 0.593 0.048 0.195
H -0.53747 -0.14172 0.82996 -0.754 -0.141 0.021 0.207
H 1.31616 0.43382 -1.25292 0.221 -0.044 0.443 0.196
H -0.01392 1.44497 -1.62781 0.152 0.392 -0.092 0.217
H 1.53648 2.75955 -0.18329 -0.306 0.271 -0.026 0.187
H -0.11528 2.36633 0.55923 0.362 0.891 0.105 0.184
H 2.36655 1.75938 1.71064 -0.023 0.100 -0.110 0.361
H 1.70887 0.39644 1.08553 0.333 -0.039 0.391 0.349
```
Forces are in eV/Å.

Summary:
DFT total energy: -305.90411 Eh
HOMO: -0.2840 Ha
HOMO-LUMO gap: 7.7 eV
Energy relative to the best compared isomer or geometry (same formula, charge and spin): 314.4 kJ/mol
SMILES: C=N/C=C/CCN
LUMO level: 0.0177 eV

***

- Among the records above, which one has the lowest energy relative to the best compared isomer or geometry (same formula, charge and spin)?
  number 4

***

Please write out number 2 again, unchanged.
The following is a quantum chemistry calculation of the molecule C5H10N2, from OMol25.

XYZ file:
```
17
Properties=species:S:1:pos:R:3:forces:R:3:nbo_charge:R:1
C -1.78045 -2.71369 0.44763 1.732 -1.588 -1.191 0.047
N -1.41279 -2.26728 -0.68144 -3.271 1.760 0.229 -0.451
C -0.87081 -1.05659 -1.06214 1.000 -1.560 0.493 -0.003
C -0.56923 -0.03277 -0.25065 2.214 -0.370 -0.369 -0.292
C 0.47596 0.95397 -0.78300 -1.192 0.646 -0.881 -0.439
C 0.87051 2.01360 0.24440 -0.218 -1.380 0.339 -0.217
N 1.50194 1.33438 1.40797 -0.283 -0.119 -0.471 -0.849
H -1.02030 -2.93834 1.20964 -0.445 0.826 0.763 0.145
H -2.74022 -3.23291 0.48254 0.107 -0.238 0.308 0.163
H -0.71600 -1.07914 -2.13630 0.372 0.593 0.048 0.195
H -0.53747 -0.14172 0.82996 -0.754 -0.141 0.021 0.207
H 1.31616 0.43382 -1.25292 0.221 -0.044 0.443 0.196
H -0.01392 1.44497 -1.62781 0.152 0.392 -0.092 0.217
H 1.53648 2.75955 -0.18329 -0.306 0.271 -0.026 0.187
H -0.11528 2.36633 0.55923 0.362 0.891 0.105 0.184
H 2.36655 1.75938 1.71064 -0.023 0.100 -0.110 0.361
H 1.70887 0.39644 1.08553 0.333 -0.039 0.391 0.349
```
Forces are in eV/Å.

Summary:
DFT total energy: -305.90411 Eh
HOMO: -0.2840 Ha
HOMO-LUMO gap: 7.7 eV
Energy relative to the best compared isomer or geometry (same formula, charge and spin): 314.4 kJ/mol
SMILES: C=N/C=C/CCN
LUMO level: 0.0177 eV

***

- Which of these has the lowest DFT total energy?
  number 4